{"formula": "C35H73O20P", "method": "ωB97M-V/def2-TZVPD", "e_homo_ev": [-11.725, -11.725], "homo_lumo_gap_ev": [6.57, 2.37], "charge": 1, "spin_multiplicity": 2, "e_tot_ev": -87706.8279, "species": ["C", "O", "P", "O", "O", "C", "O", "C", "H", "H", "H", "H", "H", "H", "H", "H", "H", "O", "C", "O", "C", "C", "C", "H", "H", "H", "H", "H", "H", "H", "H", "O", "C", "O", "C", "C", "C", "H", "H", "H", "H", "H", "H", "H", "H", "O", "C", "O", "C", "C", "C", "H", "H", "H", "H", "H", "H", "H", "H", "O", "C", "O", "C", "C", "C", "H", "H", "H", "H", "H", "H", "H", "H", "O", "C", "O", "C", "C", "C", "H", "H", "H", "H", "H", "H", "H", "H", "O", "C", "O", "C", "C", "C", "H", "H", "H", "H", "H", "H", "H", "H", "O", "C", "O", "C", "C", "C", "H", "H", "H", "H", "H", "H", "H", "H", "O", "C", "O", "C", "C", "C", "H", "H", "H", "H", "H", "H", "H", "H"], "xyz": [[-1.0847, -1.7156, -0.7476], [-0.5214, -0.7223, 0.1975], [0.2130, 0.5418, -0.4454], [1.3579, 0.2612, -1.3664], [-0.9336, 1.4274, -1.1046], [-2.1659, 1.5097, -0.3255], [0.5128, 1.5329, 0.7560], [1.5916, 1.5020, 1.6046], [-0.6137, -1.5770, -1.7208], [-2.1454, -1.5345, -0.9215], [-0.9795, -2.7126, -0.3197], [-2.2560, 0.9585, 0.6105], [-2.9404, 1.1243, -0.9887], [-2.4642, 2.5132, -0.0220], [1.7819, 2.5557, 1.8087], [2.5183, 1.1447, 1.1555], [1.4724, 0.9917, 2.5603], [-3.3916, 3.7832, 2.3084], [-2.8963, 4.8399, 1.9862], [-3.6030, 5.9362, 1.6243], [-5.0341, 5.9885, 1.8468], [-5.8779, 5.3007, 0.7954], [-1.3551, 5.1396, 1.9308], [-5.2600, 7.0503, 1.9445], [-5.2250, 5.5930, 2.8444], [-5.5115, 4.3014, 0.5604], [-6.0597, 5.8318, -0.1389], [-6.8742, 5.0143, 1.1323], [-1.0825, 5.9444, 1.2482], [-0.8676, 4.1830, 1.7428], [-1.1646, 5.5187, 2.9348], [4.5411, -2.7922, -7.4593], [4.1366, -3.4964, -6.5800], [3.6024, -3.1145, -5.4342], [3.4580, -1.8169, -5.0816], [2.8286, -1.5309, -3.6640], [4.2701, -4.9644, -6.5957], [2.7832, -1.3010, -5.7647], [4.4407, -1.3526, -5.1638], [3.5820, -1.6283, -2.8823], [2.0814, -2.3132, -3.5306], [2.4258, -0.5211, -3.5862], [4.3964, -5.3311, -5.5771], [5.2387, -5.0879, -7.0802], [3.4208, -5.5174, -6.9969], [-1.8983, -1.2081, 5.9403], [-1.5095, -0.5753, 5.0487], [-0.3616, -0.0402, 4.9602], [0.6246, -0.3030, 5.9892], [1.5494, 0.9287, 6.1815], [-2.4193, -0.3891, 3.8126], [1.0836, -1.2480, 5.6987], [0.0396, -0.4436, 6.8981], [2.0660, 1.0648, 7.1316], [1.0279, 1.8387, 5.8846], [2.3110, 0.9692, 5.4028], [-1.7996, -0.7827, 3.0068], [-2.6459, 0.6753, 3.7524], [-3.1875, -1.1010, 4.1144], [-1.6131, 2.4033, -7.5736], [-1.6779, 2.3537, -6.3752], [-2.0146, 1.2568, -5.5526], [-1.5024, -0.0618, -5.9121], [-1.8091, -0.9332, -4.6220], [-1.5708, 3.5607, -5.5193], [-0.4137, -0.0521, -5.9630], [-1.9446, -0.4989, -6.8074], [-1.1841, -1.8212, -4.7163], [-2.8252, -1.1912, -4.3235], [-1.4988, -0.3827, -3.7338], [-1.4568, 3.3968, -4.4478], [-2.4072, 4.2591, -5.5493], [-0.6195, 3.9722, -5.8567], [5.2978, -1.9299, 3.4447], [4.4563, -2.5368, 2.7949], [4.1010, -3.7294, 3.0673], [4.4342, -4.3975, 4.2743], [3.4699, -3.8473, 5.4525], [3.8421, -2.0542, 1.4904], [5.4998, -4.4184, 4.5029], [4.1876, -5.4591, 4.2569], [3.8239, -4.4217, 6.3086], [2.3978, -4.0313, 5.3831], [3.5201, -2.7738, 5.6345], [2.8025, -1.7295, 1.4482], [3.9172, -2.7518, 0.6562], [4.5263, -1.2739, 1.1572], [3.9858, 3.2924, 1.3004], [3.4613, 4.2733, 0.6516], [3.3031, 5.5373, 1.0382], [4.1188, 6.1490, 2.0189], [3.5814, 5.8362, 3.5322], [2.5025, 3.9523, -0.4173], [4.3079, 7.2030, 1.8158], [5.1590, 5.8324, 1.9429], [4.0620, 4.8969, 3.8058], [2.5264, 5.6085, 3.3798], [3.7557, 6.4842, 4.3912], [2.5723, 2.9044, -0.7093], [2.8548, 4.5708, -1.2427], [1.5005, 4.1427, -0.0328], [1.9216, -7.2274, -0.6664], [1.8983, -6.0269, -0.8918], [1.1351, -5.0987, -0.2236], [0.0337, -5.5293, 0.6869], [0.3500, -6.5878, 1.8371], [2.8244, -5.4455, -1.8743], [-0.7665, -5.9848, 0.1036], [-0.3381, -4.7155, 1.3096], [-0.5590, -6.7704, 2.4101], [0.9826, -6.1534, 2.6112], [0.7618, -7.5160, 1.4407], [2.7279, -5.9206, -2.8506], [3.8529, -5.6756, -1.5961], [2.7641, -4.3898, -2.1388], [-5.0595, -1.1622, -2.4534], [-5.5828, -0.0277, -2.3195], [-5.8521, 0.6121, -1.1303], [-5.5725, -0.0041, 0.0411], [-6.7704, -0.4566, 0.8920], [-6.0412, 0.6835, -3.5741], [-5.2141, 0.8786, 0.5707], [-4.9353, -0.8872, -0.0054], [-7.5167, 0.3367, 0.8497], [-6.3369, -0.6949, 1.8633], [-7.1721, -1.3681, 0.4493], [-5.1230, 1.0697, -4.0167], [-6.6024, 1.5691, -3.2759], [-6.4661, 0.0583, -4.3594]], "lowdin_spin": [0.000, 0.000, 0.000, 0.001, 0.000, 0.000, 0.007, 0.006, 0.000, 0.000, 0.000, 0.000, 0.000, 0.000, 0.000, 0.002, 0.003, 0.000, 0.000, 0.000, 0.000, 0.000, 0.000, 0.000, 0.000, 0.000, 0.000, 0.000, 0.000, 0.000, 0.000, 0.000, 0.000, 0.000, 0.000, 0.000, 0.000, 0.000, 0.000, 0.000, 0.000, 0.000, 0.000, 0.000, 0.000, 0.000, 0.000, 0.000, 0.000, 0.000, 0.000, 0.000, 0.000, 0.000, 0.000, 0.000, 0.000, 0.000, 0.000, 0.000, 0.000, 0.000, 0.000, 0.000, 0.000, 0.000, 0.000, 0.000, 0.000, 0.000, 0.000, 0.000, 0.000, 0.000, 0.000, 0.000, 0.000, 0.000, 0.000, 0.000, 0.000, 0.000, 0.000, 0.000, 0.000, 0.000, 0.000, 0.790, 0.051, 0.033, 0.002, 0.005, 0.073, 0.001, 0.002, 0.002, 0.000, 0.001, 0.003, 0.012, 0.005, 0.000, 0.000, 0.000, 0.000, 0.000, 0.000, 0.000, 0.000, 0.000, 0.000, 0.000, 0.000, 0.000, 0.000, 0.000, 0.000, 0.000, 0.000, 0.000, 0.000, 0.000, 0.000, 0.000, 0.000, 0.000, 0.000, 0.000, 0.000]}